1.
Below is a cluster of 14 separate species, C17H62N10O14 in total in a non-equilibrium geometry, with properties calculated with wB97M-V/def2-TZVPD.

Computed properties:
LUMO level   -0.75 eV
Relative energy (zero: lowest compared OMol25 entry of this formula, charge and spin)   1.352 eV
Frontier orbital gap   7.7 eV
Largest force on an atom   9.9 eV/Å

Structure (XYZ):
```
103
C17H62N10O14, DFT wB97M-V/def2-TZVPD
C -0.399 -4.523 2.741
C -0.056 -3.655 1.536
O -0.979 -2.591 1.409
H 0.091 -5.504 2.614
H -1.492 -4.718 3.007
H 0.135 -4.208 3.625
H -0.097 -4.266 0.647
H 1.002 -3.311 1.732
H -0.845 -2.215 0.528
C -4.294 -2.289 1.206
C -4.098 -2.360 -0.368
O -5.197 -1.848 -0.935
H -3.482 -2.880 1.650
H -5.255 -2.576 1.535
H -4.139 -1.304 1.413
H -3.901 -3.309 -0.809
H -3.211 -1.765 -0.587
H -5.868 -2.519 -0.855
C -4.213 2.616 0.237
C -4.017 1.119 0.347
O -5.352 0.560 0.393
H -4.802 2.820 -0.605
H -3.168 2.944 0.063
H -4.608 3.117 1.102
H -3.450 0.797 1.230
H -3.494 0.680 -0.527
H -5.262 -0.361 0.109
C 0.118 0.146 0.075
O -0.369 -1.014 -0.528
N -0.376 1.329 -0.208
N 1.189 0.145 0.774
H -1.132 1.287 -0.869
H 0.069 2.187 0.129
H 1.687 -0.773 0.914
H 1.488 0.948 1.328
C -1.808 2.979 -2.875
O -1.901 1.629 -2.527
N -0.637 3.604 -2.852
N -2.838 3.688 -3.213
H 0.018 3.018 -2.315
H -0.331 4.600 -2.920
H -3.774 3.309 -3.072
H -2.851 4.705 -3.167
C 2.505 -2.894 -1.723
O 1.902 -4.127 -1.580
N 3.768 -2.784 -1.984
N 1.848 -1.751 -1.813
H 4.305 -3.661 -2.347
H 4.084 -1.993 -2.553
H 0.898 -1.649 -1.485
H 2.330 -0.848 -1.907
C 4.094 -0.885 1.029
O 3.028 -1.753 1.261
N 4.653 -0.855 -0.176
N 4.506 0.007 1.889
H 4.337 -1.624 -0.814
H 5.431 -0.268 -0.408
H 4.014 0.057 2.753
H 5.291 0.631 1.868
C 2.498 1.293 -2.454
O 1.254 1.677 -2.813
N 3.490 1.517 -3.268
N 2.824 0.665 -1.336
H 3.383 1.932 -4.211
H 4.469 1.669 -2.983
H 2.081 0.650 -0.651
H 3.677 0.225 -0.972
C 2.389 3.557 0.464
O 1.034 3.696 -0.008
H 2.468 4.062 1.397
H 3.146 3.925 -0.202
H 2.720 2.570 0.774
H 0.938 4.562 -0.363
C 1.595 -0.758 4.383
O 2.887 -1.237 3.993
H 1.481 -0.241 5.353
H 0.881 -1.609 4.381
H 1.164 -0.132 3.621
H 2.871 -1.512 3.075
C 0.925 2.449 3.421
O 2.311 2.209 3.253
H 0.431 1.880 4.242
H 0.329 2.209 2.501
H 0.640 3.435 3.608
H 2.802 2.530 3.995
C -1.273 -3.543 -2.395
O -2.137 -4.470 -2.904
H -1.482 -2.579 -2.934
H -0.270 -3.834 -2.603
H -1.437 -3.449 -1.295
H -2.917 -4.047 -3.263
C 0.112 -0.736 -4.271
O 0.748 -1.939 -4.317
H -0.147 -0.582 -3.239
H -0.818 -0.702 -4.852
H 0.733 0.086 -4.624
H 1.334 -1.932 -3.520
C -2.121 3.148 2.836
O -2.242 4.514 3.072
H -1.729 2.699 3.777
H -1.493 2.924 1.997
H -3.063 2.571 2.670
H -1.532 4.833 3.569
```

Here are the Mulliken charges for atoms 1 to 6, given in e: C -1.462; C 0.722; O -0.384; H 0.390; H 0.295; H 0.314

2.
Below is a cluster of 2 separate species, C34H52F3N2O9S2Si in total in a non-equilibrium geometry, with properties calculated with wB97M-V/def2-TZVPD.

Computed properties:
LUMO level   -3.93 eV
Net charge   +1
Frontier orbital gap   7.3 eV
Largest force on an atom   2.5 eV/Å

Structure (XYZ):
```
103
C34H52F3N2O9S2Si, DFT wB97M-V/def2-TZVPD
C -0.032 5.880 0.174
Si -0.489 4.433 1.298
C -1.706 5.102 2.611
C -1.420 3.066 0.372
C -1.661 1.773 1.233
C -3.167 1.529 1.578
C -3.722 0.222 0.989
C -3.911 0.258 -0.531
C -2.581 0.205 -1.318
C -2.707 -0.540 -2.675
C -1.988 0.264 -3.783
C -0.548 0.528 -3.362
C 0.304 -0.419 -2.857
C 1.588 -0.041 -2.483
C 2.544 -1.092 -1.920
O 3.345 -1.564 -2.700
O 2.470 -1.400 -0.624
C 3.031 -2.695 -0.309
C 3.125 -2.806 1.247
C 1.886 -3.501 1.862
C 0.745 -2.518 2.191
S -0.454 -2.338 0.858
O -0.321 -3.337 -0.167
O -1.779 -2.349 1.383
O -0.169 -0.910 0.170
C 2.025 1.290 -2.626
C 3.443 1.663 -2.246
C 3.566 2.658 -1.037
C 4.019 1.941 0.230
F 5.289 1.547 0.174
F 3.920 2.825 1.253
F 3.200 0.917 0.544
C 1.117 2.195 -3.118
C 1.500 3.656 -3.271
O 0.444 4.443 -3.845
N -0.484 4.674 -2.783
O -1.343 5.371 -3.123
N -0.099 1.781 -3.460
C 0.985 3.732 2.266
C 1.527 2.487 1.980
C 2.582 2.001 2.735
C 3.083 2.759 3.769
C 2.568 4.006 4.059
C 1.514 4.487 3.304
H 0.475 6.642 0.782
H -0.963 6.322 -0.212
H 0.589 5.574 -0.679
H -1.293 4.887 3.609
H -2.665 4.571 2.546
H -1.840 6.189 2.554
H -0.896 2.824 -0.570
H -2.411 3.466 0.108
H -1.261 0.912 0.682
H -1.116 1.834 2.185
H -3.759 2.419 1.319
H -3.247 1.444 2.673
H -4.723 0.074 1.429
H -3.137 -0.642 1.335
H -4.485 -0.643 -0.808
H -4.516 1.111 -0.875
H -2.217 1.233 -1.488
H -1.824 -0.316 -0.728
H -3.772 -0.569 -2.941
H -2.270 -1.545 -2.642
H -2.064 -0.167 -4.788
H -2.474 1.255 -3.826
H -0.039 -1.447 -2.766
H 4.043 -2.842 -0.691
H 2.350 -3.493 -0.632
H 4.063 -3.321 1.482
H 3.168 -1.782 1.650
H 2.184 -4.012 2.787
H 1.580 -4.294 1.166
H 0.175 -2.868 3.059
H 1.198 -1.546 2.436
H 0.354 -0.328 0.743
H 3.907 2.153 -3.116
H 4.077 0.797 -2.031
H 4.356 3.383 -1.269
H 2.629 3.191 -0.869
H 1.662 4.075 -2.268
H 2.425 3.808 -3.834
H -0.749 2.483 -3.809
H 1.115 1.893 1.162
H 2.979 1.016 2.492
H 3.923 2.342 4.324
H 2.990 4.601 4.866
H 1.103 5.465 3.557
C -1.866 -6.903 -0.987
C -2.373 -8.257 -0.471
C -1.952 -8.374 1.000
S -1.854 -6.694 1.622
O -0.475 -6.403 1.947
O -2.924 -6.468 2.559
C -2.245 -5.880 0.080
H -2.301 -6.650 -1.953
H -0.780 -6.936 -1.103
H -3.462 -8.291 -0.546
H -1.979 -9.086 -1.058
H -2.677 -8.931 1.589
H -0.967 -8.827 1.100
H -1.690 -4.945 0.004
H -3.317 -5.681 0.071
```

Here are the Mulliken charges for atoms 1 to 6, given in e: C -1.016; Si 0.140; C -1.308; C 0.341; C 2.399; C -1.462

3.
Below is a cluster of 5 separate species, C21H53F3N4O8S in total in a non-equilibrium geometry, with properties calculated with wB97M-V/def2-TZVPD.

Computed properties:
LUMO level   0.04 eV
Relative energy (zero: lowest compared OMol25 entry of this formula, charge and spin)   2.208 eV
Frontier orbital gap   9.1 eV
SMILES   COCCOCS(=O)(=O)C(F)(F)F.COC[C@@H](C)N.COC[C@@H](C)N.COC[C@@H](C)N.COC[C@@H](C)N
Largest force on an atom   7.1 eV/Å

Structure (XYZ):
```
90
C21H53F3N4O8S, DFT wB97M-V/def2-TZVPD
C -2.329 3.588 -1.047
O -3.252 2.597 -1.548
C -2.599 1.353 -1.859
C -2.705 0.393 -0.549
O -1.450 -0.323 -0.473
C -0.853 -0.238 0.825
S 0.992 -0.398 0.847
O 1.530 0.683 1.759
O 1.390 -1.717 1.427
C 1.825 -0.160 -0.807
F 1.068 0.518 -1.755
F 2.277 -1.416 -1.245
F 2.983 0.616 -0.595
H -2.872 4.591 -1.107
H -1.371 3.668 -1.676
H -2.051 3.338 0.032
H -1.472 1.513 -2.009
H -3.072 0.820 -2.742
H -2.929 1.057 0.345
H -3.614 -0.267 -0.714
H -1.273 -1.115 1.438
H -1.116 0.705 1.411
C 3.789 -0.241 -4.415
O 3.787 -0.294 -5.832
C 4.800 -1.121 -6.392
C 4.478 -2.628 -6.378
C 4.625 -3.274 -5.003
N 3.126 -2.895 -6.886
H 4.800 -0.288 -4.002
H 3.171 -1.045 -4.009
H 3.334 0.704 -4.110
H 4.888 -0.806 -7.438
H 5.770 -0.912 -5.925
H 5.195 -3.120 -7.044
H 3.782 -3.058 -4.344
H 4.676 -4.362 -5.100
H 5.541 -2.943 -4.507
H 3.064 -2.556 -7.844
H 2.484 -2.291 -6.374
C 2.599 1.210 5.757
O 1.401 1.958 5.891
C 1.595 3.316 6.269
C 2.003 4.251 5.111
C 3.459 4.097 4.682
N 1.139 4.063 3.938
H 3.358 1.513 6.484
H 2.985 1.301 4.740
H 2.362 0.157 5.923
H 0.626 3.654 6.649
H 2.297 3.386 7.109
H 1.878 5.280 5.465
H 3.625 3.212 4.064
H 3.770 4.958 4.084
H 4.122 4.038 5.549
H 0.178 4.270 4.205
H 1.124 3.065 3.730
C 3.013 -3.406 3.325
O 3.496 -4.436 4.173
C 2.523 -5.411 4.528
C 2.264 -6.479 3.447
C 1.424 -5.977 2.276
N 3.521 -7.035 2.927
H 1.975 -3.144 3.544
H 3.120 -3.699 2.280
H 3.633 -2.520 3.480
H 2.927 -5.917 5.411
H 1.592 -4.928 4.848
H 1.703 -7.292 3.921
H 1.999 -5.367 1.577
H 1.030 -6.821 1.704
H 0.573 -5.387 2.626
H 4.031 -7.464 3.696
H 4.110 -6.249 2.654
C -8.906 2.028 -3.825
O -7.572 2.497 -3.922
C -7.306 3.679 -3.174
C -7.069 3.446 -1.669
C -8.346 3.163 -0.883
N -6.115 2.353 -1.437
H -9.627 2.847 -3.750
H -9.006 1.352 -2.974
H -9.128 1.452 -4.726
H -6.385 4.091 -3.600
H -8.088 4.428 -3.347
H -6.637 4.366 -1.261
H -8.704 2.139 -1.015
H -8.169 3.296 0.188
H -9.149 3.845 -1.174
H -5.227 2.596 -1.877
H -6.440 1.549 -1.975
```

Here are the Mulliken charges for atoms 1 to 6, given in e: C -0.730; O -0.328; C -0.172; C -0.524; O -0.270; C -0.501

4.
Below is a structure of composition C21H21N8SbSe5W in a non-equilibrium geometry, with properties calculated with wB97M-V/def2-TZVPD.

Computed properties:
LUMO level (spin up / spin down)   -1.81 / -1.88 eV
Relative energy (zero: lowest compared OMol25 entry of this formula, charge and spin)   0.657 eV
Frontier orbital gap (spin up / spin down)   5.6 / 5.6 eV
Largest force on an atom   1.2 eV/Å

Structure (XYZ):
```
57
C21H21N8SbSe5W, DFT wB97M-V/def2-TZVPD
W 0.639 0.933 -0.491
N 1.163 1.160 3.031
C 0.893 -0.115 2.612
C 0.571 -1.058 3.594
C 0.372 -2.365 3.239
C 0.532 -2.723 1.902
C 0.822 -1.741 0.999
N 0.948 -0.428 1.323
C 1.642 2.271 2.373
C 2.305 3.200 3.184
C 2.719 4.397 2.668
C 2.459 4.644 1.325
C 1.833 3.673 0.591
N 1.428 2.472 1.070
H 1.184 1.261 4.032
H 0.494 -0.742 4.627
H 0.113 -3.103 3.985
H 0.415 -3.744 1.570
H 0.971 -1.969 -0.044
H 2.474 2.954 4.224
H 3.235 5.118 3.288
H 2.762 5.554 0.828
H 1.656 3.870 -0.452
N -0.933 -3.711 -6.424
C -0.673 -3.013 -5.551
C -0.359 -2.149 -4.454
C 0.773 -2.352 -3.681
C 1.020 -1.501 -2.626
N 0.222 -0.485 -2.277
C -0.845 -0.268 -3.068
C -1.172 -1.064 -4.140
H 1.463 -3.155 -3.894
H 1.906 -1.638 -2.020
H -1.468 0.575 -2.815
H -2.048 -0.833 -4.729
Se -1.801 -0.024 0.006
C -2.326 -1.840 -0.350
C -1.601 -2.865 -0.938
C -2.195 -4.114 -1.092
N -3.426 -4.407 -0.702
C -4.121 -3.417 -0.140
C -3.628 -2.139 0.051
H -0.596 -2.733 -1.296
H -1.632 -4.916 -1.560
H -5.131 -3.658 0.173
H -4.251 -1.381 0.509
Se -0.419 2.773 -1.473
Sb 2.309 1.825 -2.575
Se 3.024 0.195 -0.676
Se 2.040 0.924 -4.760
Se 3.669 3.772 -2.334
N -1.146 3.575 2.534
N -1.498 2.295 2.004
H -1.955 4.068 2.901
H -0.791 4.127 1.762
H -2.306 2.337 1.388
H -1.735 1.681 2.773
```

Here are the Mulliken charges for atoms 1 to 6, given in e: W 0.299; N 0.289; C 0.454; C -0.847; C -0.629; C -0.839